Molecular formula: C60H83F4N9
Method: DFT, wB97M-V/def2-TZVPD

Frontier orbital gap in eV: 7.96
DFT total energy in hartree: -3225.9801
Strongest force on any atom in eV Å⁻¹: 13.189

The geometry in XYZ format:
```
156
C60H83F4N9 (wB97M-V/def2-TZVPD)
F -8.90 9.67 20.34
F -12.34 19.71 12.94
F -11.00 14.63 18.51
F -15.06 13.34 16.80
N -9.31 12.33 16.74
N -5.54 18.69 15.30
N -11.26 16.05 13.54
N -7.71 14.71 14.84
N -3.88 13.47 16.72
N -12.78 13.65 15.38
N -7.44 17.06 22.61
N -8.43 17.38 16.44
N -8.99 14.38 10.61
C -7.93 17.08 12.70
C -11.36 13.60 14.47
C -14.98 18.05 15.03
C -12.05 19.49 16.56
C -9.11 13.46 16.55
C -7.92 8.17 17.08
C -9.49 12.88 19.04
C -7.30 13.86 14.18
C -11.31 14.97 13.97
C -7.09 12.44 18.01
C -11.24 15.53 16.64
C -9.84 20.64 15.02
C -5.58 15.32 16.23
C -8.25 9.23 16.23
C -10.24 13.99 19.41
C -8.29 20.63 15.05
C -5.70 15.91 17.66
C -8.77 16.49 13.83
C -14.24 12.74 17.65
C -6.86 11.29 14.03
C -7.57 19.31 14.89
C -9.53 12.86 12.77
C -4.93 12.92 16.71
C -13.78 11.31 19.57
C -10.08 12.69 14.21
C -6.19 12.16 16.76
C -8.78 17.01 19.22
C -8.21 17.18 21.75
C -13.03 14.77 15.21
C -11.15 18.42 16.67
C -14.69 11.85 18.62
C -8.81 14.93 16.34
C -9.51 13.84 21.68
C -8.77 10.43 16.81
C -8.80 12.73 21.36
C -5.82 17.58 15.17
C -12.39 11.60 19.41
C -6.11 16.16 15.05
C -10.71 17.78 15.51
C -11.98 12.43 18.39
C -8.28 15.14 11.07
C -6.73 12.71 13.40
C -8.24 10.99 14.48
C -12.85 13.02 17.51
C -10.21 14.50 20.71
C -8.06 8.34 18.47
C -9.20 17.32 20.65
C -11.11 18.12 14.25
C -12.53 19.89 15.29
C -13.26 16.23 15.03
C -8.70 9.48 19.01
C -7.31 16.05 11.74
C -8.06 15.67 19.04
C -9.02 10.53 18.16
C -6.95 13.80 18.55
C -8.81 12.18 20.06
C -14.69 16.60 15.36
C -8.02 18.24 15.77
C -11.99 19.25 14.16
C -9.78 15.76 17.11
H -6.80 16.57 10.92
H -9.22 13.91 12.74
H -12.56 16.82 15.63
H -11.56 13.67 15.54
H -6.63 15.37 12.26
H -14.85 16.49 16.44
H -15.86 18.32 15.62
H -5.92 13.97 18.85
H -7.43 7.29 16.69
H -7.30 12.74 12.47
H -6.42 10.55 13.36
H -10.92 12.52 18.20
H -9.01 10.95 13.71
H -9.64 18.31 20.73
H -7.95 21.08 15.99
H -5.14 16.81 17.92
H -6.26 11.23 14.94
H -6.73 16.23 17.82
H -12.35 20.09 17.41
H -10.35 21.59 14.88
H -11.87 16.36 16.98
H -10.03 16.64 20.84
H -9.65 12.38 18.10
H -9.68 15.59 18.18
H -13.23 20.71 15.20
H -8.89 15.19 15.28
H -8.57 11.72 15.23
H -11.34 15.50 15.56
H -4.53 15.09 16.03
H -10.39 11.67 14.42
H -7.62 14.05 19.37
H -8.07 9.09 15.18
H -10.74 17.63 13.36
H -7.96 21.24 14.21
H -8.11 16.12 14.62
H -11.66 11.12 20.05
H -8.46 14.82 19.59
H -12.45 13.57 16.67
H -9.55 16.80 16.87
H -15.27 18.17 13.99
H -10.25 20.17 15.91
H -15.75 11.67 18.70
H -14.06 10.57 20.31
H -7.00 15.75 19.28
H -10.34 12.74 12.04
H -6.51 19.55 14.81
H -5.67 12.91 13.21
H -14.15 18.68 15.35
H -10.90 15.32 20.90
H -8.28 10.01 14.97
H -7.26 14.61 17.89
H -9.43 11.43 18.60
H -10.04 16.93 15.55
H -5.78 15.87 14.05
H -9.32 17.27 14.36
H -6.08 14.35 16.20
H -8.92 11.29 16.17
H -7.77 15.19 16.55
H -5.46 15.23 18.48
H -6.79 11.82 18.85
H -8.36 17.85 18.67
H -8.74 12.16 12.51
H -9.51 14.22 22.69
H -15.42 16.01 14.80
H -7.73 7.53 19.11
H -9.29 12.90 14.93
H -8.40 17.89 12.13
H -7.10 17.55 13.23
H -13.07 16.39 13.96
H -6.77 12.43 15.88
H -11.65 14.57 16.97
H -6.10 11.08 16.66
H -8.34 11.23 19.84
H -8.15 12.24 17.83
H -10.77 18.08 17.63
H -12.27 13.17 14.05
H -9.41 15.69 13.46
H -7.79 18.90 13.90
H -8.28 12.21 22.15
H -7.18 16.26 15.20
H -9.74 17.00 18.71
H -8.07 15.40 17.98
H -10.17 20.14 14.11
```

Results of the Mulliken charge analysis, in e, for atoms 1 through 99:
1. F -0.3919
2. F -0.4964
3. F -0.3482
4. F -0.2774
5. N -0.2679
6. N -0.7612
7. N -0.7544
8. N -0.1324
9. N -0.8984
10. N -0.4979
11. N -0.6433
12. N 0.6790
13. N -0.6440
14. C -2.9073
15. C -0.5652
16. C -1.3399
17. C -1.3126
18. C 3.7352
19. C -0.7912
20. C 1.7776
21. C 0.9918
22. C 1.2478
23. C -0.0265
24. C -2.3635
25. C -0.7740
26. C -0.4440
27. C -0.6876
28. C -0.3874
29. C -1.4258
30. C -1.6067
31. C 1.0318
32. C 0.6685
33. C 0.1664
34. C -0.4562
35. C -2.0130
36. C -0.6662
37. C -0.9398
38. C -0.2463
39. C -1.7750
40. C -0.7103
41. C -0.0403
42. C -0.0926
43. C -0.0127
44. C -0.9255
45. C 1.9750
46. C -1.6181
47. C 0.4280
48. C -1.2039
49. C -0.7254
50. C -0.9945
51. C 0.3536
52. C 0.9046
53. C 0.5302
54. C 0.0272
55. C -2.1157
56. C -0.6334
57. C 0.4524
58. C -0.6171
59. C -1.2148
60. C -0.4245
61. C 0.0844
62. C -1.3441
63. C 0.7945
64. C -0.0884
65. C 0.0818
66. C 0.9393
67. C 1.2099
68. C -0.5265
69. C 0.1321
70. C -0.7295
71. C 1.1911
72. C -0.1054
73. C -0.1003
74. H 0.8007
75. H 0.0567
76. H -0.8343
77. H -1.0641
78. H -0.0948
79. H 0.3335
80. H 0.5032
81. H 0.9537
82. H 0.4276
83. H 0.4038
84. H 0.5318
85. H -0.5234
86. H 1.2326
87. H 0.6366
88. H 0.4413
89. H 0.3724
90. H 0.0992
91. H 0.4411
92. H 0.3868
93. H 0.4352
94. H 0.6936
95. H -0.0391
96. H -0.6763
97. H 0.2117
98. H 0.5188
99. H 0.6338